[1]
{"formula": "CH3N3OS", "method": "ωB97M-V with the def2-TZVPD basis set", "relative_energy_kj_mol": 3.51, "max_force_ev_per_a": 1.55, "smiles": "O=CNS.N#N", "homo_ev": -8.9, "total_charge": 0, "symbols": ["C", "N", "N", "N", "O", "S", "H", "H", "H"], "xyz": [[0.741, -1.385, -0.425], [-2.897, 1.749, 0.463], [-2.043, 2.029, 1.095], [0.571, -0.369, 0.437], [0.945, -1.236, -1.606], [0.617, 1.268, -0.117], [0.679, -2.367, 0.068], [0.938, 0.821, -1.342], [0.449, -0.510, 1.427]]}


[2]
{"formula": "Cl7Hf", "method": "ωB97M-V with the def2-TZVPD basis set", "max_force_ev_per_a": 1.75, "homo_ev": 1.4, "total_charge": -3, "symbols": ["Hf", "Cl", "Cl", "Cl", "Cl", "Cl", "Cl", "Cl"], "xyz": [[5.832, 4.242, 4.494], [5.970, 5.923, 2.389], [7.146, 2.314, 3.012], [6.561, 2.992, 6.656], [5.283, 6.309, 6.002], [2.935, 3.390, 6.495], [3.452, 3.240, 3.082], [8.499, 5.179, 4.294]]}


[3]
{"formula": "C4H5NO", "method": "ωB97M-V with the def2-TZVPD basis set", "relative_energy_kj_mol": 224.09, "max_force_ev_per_a": 7.07, "smiles": "Nc1ccoc1", "homo_ev": -8.1, "total_charge": 0, "symbols": ["C", "C", "C", "C", "H", "H", "H", "H", "H", "N", "O"], "xyz": [[0.006, 0.071, -0.500], [0.612, -0.719, 0.499], [-0.199, -0.547, 1.544], [-1.058, 0.661, -0.059], [1.594, -0.081, -1.568], [0.236, 1.057, -2.218], [1.632, -1.230, 0.427], [-0.189, -0.981, 2.607], [-2.037, 1.158, -0.424], [0.614, 0.164, -1.720], [-1.210, 0.448, 1.411]]}


[4]
{"formula": "CH4IN3", "method": "ωB97M-V with the def2-TZVPD basis set", "relative_energy_kj_mol": 81.64, "max_force_ev_per_a": 3.17, "smiles": "C/N=N/NI", "homo_ev": -9.0, "total_charge": 0, "symbols": ["C", "N", "N", "N", "I", "H", "H", "H", "H"], "xyz": [[1.534, 0.554, 0.206], [0.436, -0.296, -0.331], [-0.481, -0.308, 0.479], [-1.819, -1.086, -0.139], [-3.579, -0.027, 0.161], [2.362, 0.155, -0.351], [1.681, 0.649, 1.376], [1.360, 1.519, -0.298], [-1.495, -1.162, -1.104]]}


[5]
{"formula": "C4H8O2", "method": "ωB97M-V with the def2-TZVPD basis set", "relative_energy_kj_mol": 332.55, "max_force_ev_per_a": 3.72, "smiles": "CO[C@H]1C[C@H]1O", "homo_ev": -8.3, "total_charge": 0, "symbols": ["C", "O", "C", "C", "C", "O", "H", "H", "H", "H", "H", "H", "H", "H"], "xyz": [[-0.710, 1.639, -0.805], [-0.391, 0.274, -0.989], [0.688, -0.158, -0.212], [0.458, -0.329, 1.254], [0.507, -1.579, 0.120], [-0.646, -2.223, -0.193], [0.131, 2.285, -1.096], [-0.976, 1.852, 0.239], [-1.565, 1.850, -1.452], [1.659, 0.203, -0.551], [-0.534, -0.143, 1.645], [1.287, -0.097, 1.941], [1.236, -2.022, 0.793], [-1.145, -1.551, -0.696]]}


[6]
{"formula": "C9H27F3NO8", "method": "ωB97M-V with the def2-TZVPD basis set", "relative_energy_kj_mol": 0.00, "max_force_ev_per_a": 3.32, "homo_ev": 4.4, "total_charge": -3, "symbols": ["N", "H", "H", "H", "H", "O", "H", "C", "O", "O", "C", "F", "F", "F", "C", "C", "H", "H", "H", "H", "H", "H", "O", "C", "C", "O", "H", "H", "H", "H", "C", "O", "H", "H", "H", "H", "C", "O", "H", "H", "H", "H", "C", "O", "H", "H", "H", "H"], "xyz": [[-0.465, 0.953, -0.134], [-0.460, 1.633, -0.964], [0.510, 1.080, 0.245], [-0.589, 0.050, -0.637], [-1.292, 1.213, 0.399], [-0.235, 3.089, -1.975], [-1.069, 2.614, -2.138], [0.118, -1.818, -2.555], [-0.220, -1.935, -1.164], [-0.121, -0.574, -2.934], [1.554, -2.400, -2.729], [2.340, -2.228, -1.669], [1.451, -3.763, -2.941], [2.199, -1.935, -3.808], [-0.806, -3.107, -0.682], [-1.565, -2.711, 0.580], [-1.172, -1.848, 1.116], [-2.613, -2.471, 0.380], [-1.535, -3.563, 1.268], [-0.072, -3.860, -0.359], [-1.501, -3.620, -1.359], [-0.576, -2.506, -3.081], [1.982, 2.243, 1.009], [2.985, 1.304, 0.868], [3.796, 1.088, -0.518], [3.983, 2.148, -1.372], [2.525, 0.297, 1.026], [3.702, 1.320, 1.720], [3.153, 0.449, -1.155], [4.733, 0.509, -0.348], [1.638, -2.210, 2.225], [2.484, -2.385, 3.368], [1.500, -1.153, 1.987], [2.230, -2.559, 1.376], [0.740, -2.830, 2.226], [2.051, -1.926, 4.095], [-2.292, 0.754, 2.959], [-2.509, 1.419, 1.728], [-1.255, 0.414, 2.911], [-2.309, 1.406, 3.836], [-2.898, -0.144, 3.110], [-3.430, 1.699, 1.702], [-3.069, 4.364, -1.014], [-2.457, 4.577, -2.252], [-3.148, 5.331, -0.502], [-4.023, 3.829, -1.118], [-2.399, 3.748, -0.399], [-1.597, 4.018, -2.329]]}


[7]
{"formula": "C31H75N5O13", "method": "ωB97M-V with the def2-TZVPD basis set", "relative_energy_kj_mol": 190.17, "max_force_ev_per_a": 3.76, "smiles": "CNC(C)=O.CNC(C)=O.CNC(C)=O.CNC(C)=O.CNC(C)=O.COCCOC.COCCOC.COCCOC.COCCOC", "homo_ev": -9.1, "total_charge": 0, "symbols": ["C", "O", "C", "C", "O", "C", "H", "H", "H", "H", "H", "H", "H", "H", "H", "H", "C", "O", "C", "C", "O", "C", "H", "H", "H", "H", "H", "H", "H", "H", "H", "H", "C", "O", "C", "C", "O", "C", "H", "H", "H", "H", "H", "H", "H", "H", "H", "H", "C", "O", "C", "C", "O", "C", "H", "H", "H", "H", "H", "H", "H", "H", "H", "H", "C", "C", "O", "N", "C", "H", "H", "H", "H", "H", "H", "H", "C", "C", "O", "N", "C", "H", "H", "H", "H", "H", "H", "H", "C", "C", "O", "N", "C", "H", "H", "H", "H", "H", "H", "H", "C", "C", "O", "N", "C", "H", "H", "H", "H", "H", "H", "H", "C", "C", "O", "N", "C", "H", "H", "H", "H", "H", "H", "H"], "xyz": [[0.148, 5.463, -6.018], [-0.694, 4.914, -5.012], [-1.378, 3.743, -5.473], [-2.046, 2.955, -4.365], [-3.138, 3.678, -3.852], [-3.963, 2.922, -3.013], [1.012, 4.832, -6.229], [0.505, 6.482, -5.868], [-0.495, 5.596, -6.888], [-0.734, 3.064, -6.031], [-2.177, 3.957, -6.182], [-1.372, 2.702, -3.547], [-2.402, 2.025, -4.809], [-3.527, 2.446, -2.135], [-4.602, 2.157, -3.454], [-4.684, 3.597, -2.553], [1.575, -8.696, -1.096], [1.265, -7.376, -0.686], [2.294, -6.421, -0.856], [1.724, -5.025, -1.290], [0.621, -4.696, -0.477], [-0.223, -3.690, -0.962], [0.674, -9.309, -1.132], [2.262, -9.099, -0.353], [2.001, -8.717, -2.099], [3.056, -6.746, -1.564], [2.744, -6.343, 0.134], [1.502, -5.010, -2.357], [2.457, -4.225, -1.191], [-0.591, -3.897, -1.967], [0.344, -2.759, -0.943], [-1.129, -3.561, -0.370], [-2.652, -2.200, 5.311], [-2.951, -3.522, 5.803], [-1.765, -4.364, 5.865], [-1.142, -4.678, 4.474], [-0.749, -3.564, 3.726], [-0.102, -3.821, 2.471], [-1.697, -1.756, 5.593], [-3.488, -1.554, 5.576], [-2.672, -2.213, 4.222], [-1.920, -5.337, 6.331], [-1.135, -3.795, 6.549], [-1.870, -5.298, 3.950], [-0.302, -5.345, 4.661], [0.844, -4.290, 2.741], [0.184, -2.927, 1.917], [-0.752, -4.256, 1.712], [0.052, 6.688, 1.795], [0.922, 5.715, 2.419], [0.728, 4.388, 2.048], [1.088, 4.053, 0.547], [-0.005, 4.444, -0.233], [0.117, 4.109, -1.626], [0.091, 7.644, 2.318], [-1.004, 6.422, 1.748], [0.474, 6.903, 0.813], [-0.248, 3.916, 2.164], [1.461, 3.797, 2.596], [1.400, 3.017, 0.416], [1.926, 4.714, 0.324], [-0.775, 4.415, -2.173], [0.164, 3.050, -1.878], [0.883, 4.608, -2.220], [-4.285, -0.296, 0.199], [-4.176, 0.757, 1.335], [-3.538, 1.767, 1.153], [-4.770, 0.563, 2.515], [-4.681, 1.464, 3.655], [-5.101, -0.996, 0.381], [-3.372, -0.860, 0.013], [-4.451, 0.160, -0.777], [-5.306, -0.293, 2.536], [-3.926, 2.249, 3.616], [-4.494, 0.859, 4.542], [-5.641, 1.922, 3.895], [-0.395, -0.137, -6.652], [-0.012, -0.841, -5.392], [-0.214, -0.367, -4.276], [0.526, -2.050, -5.532], [1.183, -2.923, -4.539], [-1.473, -0.039, -6.782], [0.100, -0.571, -7.520], [-0.039, 0.893, -6.625], [0.707, -2.417, -6.455], [1.537, -2.334, -3.693], [2.041, -3.438, -4.969], [0.466, -3.664, -4.183], [2.431, -1.380, 5.675], [1.662, -0.084, 6.011], [0.839, -0.172, 6.902], [1.978, 1.018, 5.406], [1.313, 2.294, 5.648], [1.748, -2.222, 5.564], [3.099, -1.442, 6.534], [3.007, -1.314, 4.752], [2.687, 1.084, 4.690], [0.816, 2.347, 6.617], [0.562, 2.460, 4.875], [1.995, 3.143, 5.616], [3.156, 1.494, -1.797], [4.541, 1.997, -1.499], [4.722, 2.940, -0.769], [5.498, 1.368, -2.150], [6.910, 1.793, -2.115], [2.712, 2.190, -2.509], [2.566, 1.504, -0.881], [3.163, 0.458, -2.136], [5.199, 0.504, -2.579], [7.585, 0.939, -2.065], [7.068, 2.543, -1.339], [7.095, 2.166, -3.122], [-0.969, 0.157, 2.840], [-0.355, -0.093, 1.421], [0.769, -0.515, 1.366], [-1.056, 0.236, 0.345], [-0.620, -0.008, -0.996], [-1.421, 1.147, 2.897], [-0.277, 0.018, 3.671], [-1.725, -0.606, 3.025], [-1.850, 0.852, 0.444], [0.424, 0.245, -1.177], [-1.221, 0.631, -1.643], [-0.875, -1.026, -1.292]]}


| no. | Kohn-Sham gap (hartree) | total energy (eV) |
| --- | --- | --- |
| 1 | 0.3501 | -18438.96249 |
| 2 | 0.2465 | -88970.80459 |
| 3 | 0.3365 | -7764.20390 |
| 4 | 0.3196 | -13669.28819 |
| 5 | 0.3411 | -8369.83513 |
| 6 | 0.0624 | -35781.64820 |
| 7 | 0.3389 | -67426.25869 |